[1]
{
  "formula": "C3H10N4S",
  "method": "wB97M-V/def2-TZVPD",
  "symbols": ["C", "C", "C", "N", "N", "N", "N", "S", "H", "H", "H", "H", "H", "H", "H", "H", "H", "H"],
  "xyz": [[-0.656, -0.242, -0.025], [-1.006, 1.542, -1.668], [0.443, -1.823, 1.524], [1.100, 1.184, -0.505], [-0.271, 1.011, -0.580], [0.112, -0.624, 0.955], [1.543, 0.576, 0.651], [-2.189, -0.986, -0.596], [-0.457, 2.196, -2.291], [-1.402, 0.711, -2.299], [-1.802, 2.323, -1.393], [1.097, -2.304, 0.900], [-0.451, -2.578, 1.613], [0.695, -1.673, 2.531], [1.542, 0.924, -1.392], [2.396, 0.126, 0.655], [1.600, 1.283, 1.433], [-2.295, -1.647, 0.488]],
  "forces_ev_per_angstrom": [[-0.453, 1.574, -0.274], [-2.613, 1.278, -1.270], [-2.779, -2.485, 1.217], [0.432, -0.122, -0.150], [-0.281, -2.476, 1.760], [-0.446, 2.915, -1.503], [-3.927, 2.178, 0.438], [1.799, 1.849, -0.930], [1.498, 0.228, -0.744], [0.141, 0.894, 0.364], [0.651, -1.719, 0.314], [2.116, -1.594, -1.025], [1.058, 1.581, -0.447], [0.951, -0.002, 1.352], [0.450, -0.286, 0.350], [2.697, -1.582, -0.848], [-0.951, -0.898, -0.384], [-0.344, -1.332, 1.780]],
  "gap_ev": [7.820, 7.818],
  "molar_mass_da": 134.21,
  "energy_ev": -20045.5367,
  "homo_energy_ha": [-0.6947, -0.6947],
  "multiplicity": 1,
  "de_lowest_ev": 3.2130,
  "total_charge": 2,
  "largest_force_ev_per_a": 4.51
}


[2]
{
  "formula": "C3H10N5",
  "method": "wB97M-V/def2-TZVPD",
  "symbols": ["C", "C", "C", "N", "N", "N", "N", "N", "H", "H", "H", "H", "H", "H", "H", "H", "H", "H"],
  "xyz": [[-0.623, -0.325, 0.079], [-1.459, -0.333, 1.389], [-0.285, 1.523, -1.700], [0.573, -2.452, 0.009], [1.261, 0.974, 0.215], [1.677, -0.388, 0.265], [-0.040, 0.936, -0.296], [0.551, -1.193, 0.269], [-1.201, -0.657, -0.811], [-0.753, -0.383, 2.337], [-2.134, -1.138, 1.465], [-1.979, 0.624, 1.422], [-0.171, 0.658, -2.393], [-1.359, 1.997, -1.883], [0.425, 2.155, -2.002], [1.546, -2.816, -0.070], [1.390, 1.460, 1.047], [2.580, -0.642, 0.658]],
  "forces_ev_per_angstrom": [[-2.101, 0.753, -0.118], [2.627, 1.181, 1.278], [-3.922, -4.030, 0.824], [-0.453, 2.648, 0.789], [0.224, -1.414, -2.797], [-1.786, 0.735, -0.068], [-0.176, 1.487, -0.188], [3.692, -3.130, -1.948], [0.315, -0.308, 0.790], [-1.319, 0.188, -1.892], [-0.746, -1.004, -0.124], [-0.103, -0.138, 0.058], [-0.401, 0.485, 0.108], [2.314, -1.088, 1.018], [2.864, 2.770, -0.373], [-0.492, 0.477, 0.377], [-0.162, 0.673, 2.133], [-0.374, -0.287, 0.134]],
  "gap_ev": 8.023,
  "molar_mass_da": 116.15,
  "energy_ev": -10711.5044,
  "homo_energy_ha": -0.4981,
  "multiplicity": 1,
  "de_lowest_ev": 5.9177,
  "total_charge": 1,
  "smiles": "[H]/N=[N+]1\\NNN(C)[C@@H]1C",
  "largest_force_ev_per_a": 5.68
}


[3]
{
  "formula": "C3H10N5",
  "method": "wB97M-V/def2-TZVPD",
  "symbols": ["C", "C", "C", "N", "N", "N", "N", "N", "H", "H", "H", "H", "H", "H", "H", "H", "H", "H"],
  "xyz": [[0.224, -0.549, -0.172], [-0.175, -1.857, 0.489], [-1.967, 0.435, -0.241], [2.528, -0.504, -0.265], [-0.058, 1.772, 0.133], [1.328, 1.372, 0.047], [-0.636, 0.496, 0.394], [1.470, 0.096, -0.224], [-0.141, -0.374, -1.753], [-0.278, -1.813, 1.509], [0.517, -2.733, 0.231], [-1.217, -2.037, 0.082], [-2.618, -0.246, 0.350], [-2.440, 1.510, -0.326], [-1.795, 0.173, -1.369], [3.432, -0.061, -0.035], [-0.198, 2.300, 1.041], [2.022, 2.021, 0.111]],
  "forces_ev_per_angstrom": [[-4.398, 1.741, -3.167], [0.790, -1.864, -4.140], [-0.843, 1.766, -1.197], [1.354, -2.329, -0.362], [0.998, 0.149, 0.469], [-3.928, -0.672, 0.245], [-0.776, -0.977, -0.660], [2.417, 1.180, 2.521], [1.008, -1.030, 3.466], [0.107, 0.661, 2.544], [-1.136, 1.327, 0.121], [1.351, -0.131, 0.306], [0.360, 0.488, -0.855], [0.920, -2.144, 0.720], [-0.564, -0.073, 1.800], [-0.914, 0.694, -0.481], [0.612, -0.615, -1.175], [2.641, 1.831, -0.156]],
  "gap_ev": [8.236, 8.235],
  "molar_mass_da": 116.15,
  "energy_ev": -10709.3984,
  "homo_energy_ha": [-0.4930, -0.4930],
  "multiplicity": 1,
  "de_lowest_ev": 8.0237,
  "total_charge": 1,
  "largest_force_ev_per_a": 5.69
}


[4]
{
  "formula": "C3H10N5S",
  "method": "wB97M-V/def2-TZVPD",
  "symbols": ["C", "C", "C", "N", "N", "N", "N", "N", "S", "H", "H", "H", "H", "H", "H", "H", "H", "H", "H"],
  "xyz": [[0.394, -1.713, -0.009], [1.603, 2.345, -1.006], [-0.507, 1.042, 0.260], [1.685, -1.378, -1.983], [1.024, -1.792, -1.013], [-2.302, -0.107, 1.334], [-1.792, 0.775, 0.426], [0.161, -2.347, 1.197], [-0.146, 1.769, -1.253], [1.828, 2.413, 0.019], [1.507, 3.305, -1.543], [2.176, 1.501, -1.453], [0.197, 0.515, 1.007], [1.409, -1.963, -2.805], [-1.631, -0.342, 2.052], [-3.170, 0.183, 1.903], [-2.429, 1.069, -0.303], [-0.846, -2.341, 1.447], [0.840, -2.935, 1.723]],
  "forces_ev_per_angstrom": [[-1.457, -1.487, 2.517], [-1.253, -1.188, -1.960], [-0.912, -1.709, 0.174], [-0.096, -0.648, -0.788], [0.778, 0.625, -0.835], [-1.978, -0.890, 2.042], [1.229, 1.058, 0.220], [-0.270, 0.724, -0.540], [0.725, -0.096, 1.135], [0.154, 0.486, 1.200], [1.042, -0.518, 0.310], [0.051, 1.190, -0.046], [-0.906, 1.475, -1.219], [0.380, 0.521, 0.604], [0.528, 0.031, -0.170], [1.606, 0.172, -1.760], [-0.236, 0.000, 0.054], [1.505, -0.304, 0.027], [-0.890, 0.556, -0.964]],
  "gap_ev": 7.683,
  "molar_mass_da": 148.22,
  "energy_ev": -21547.5340,
  "homo_energy_ha": -0.4386,
  "multiplicity": 1,
  "de_lowest_ev": 4.1565,
  "total_charge": 1,
  "largest_force_ev_per_a": 3.27
}


[5]
{
  "formula": "C3H10NO",
  "method": "wB97M-V/def2-TZVPD",
  "symbols": ["C", "O", "H", "H", "H", "C", "C", "N", "H", "H", "H", "H", "H", "H", "H"],
  "xyz": [[0.632, 2.281, 1.898], [0.848, 2.124, 0.584], [0.621, 1.338, 2.513], [-0.356, 2.770, 2.138], [1.382, 2.931, 2.423], [-1.118, -1.867, -1.216], [0.142, -1.286, -0.636], [0.446, 0.004, -1.187], [-1.927, -1.159, -1.007], [-1.360, -2.846, -0.805], [-1.011, -2.049, -2.283], [0.952, -1.980, -0.780], [0.087, -1.296, 0.460], [-0.429, 0.441, -1.429], [1.091, 0.596, -0.673]],
  "forces_ev_per_angstrom": [[-0.156, 0.250, 0.087], [0.230, -0.098, -0.210], [0.004, -0.060, -0.029], [0.052, -0.048, 0.097], [0.044, 0.018, 0.091], [-0.132, -0.023, -0.058], [0.635, -0.087, 0.907], [-0.137, -1.097, -1.516], [-0.190, -0.268, -0.244], [-0.088, 0.000, 0.387], [-0.078, 0.378, -0.259], [0.666, -0.457, -0.557], [-0.468, 0.337, 0.282], [0.349, 0.734, 0.393], [-0.731, 0.421, 0.629]],
  "gap_ev": 6.131,
  "molar_mass_da": 76.12,
  "energy_ev": -6809.8161,
  "homo_energy_ha": -0.0792,
  "multiplicity": 1,
  "de_lowest_ev": 0.9588,
  "total_charge": -1,
  "largest_force_ev_per_a": 1.88
}


[6]
{
  "formula": "C3H10NO",
  "method": "wB97M-V/def2-TZVPD",
  "symbols": ["C", "C", "C", "N", "H", "H", "H", "H", "H", "H", "H", "H", "H", "H", "O"],
  "xyz": [[1.375, -0.242, 1.646], [0.113, -0.765, 0.893], [1.009, -0.587, -1.265], [0.043, -0.287, -0.507], [2.218, -0.917, 1.673], [1.576, 0.711, 1.128], [1.070, 0.016, 2.648], [-0.022, -1.836, 1.002], [-0.767, -0.356, 1.406], [1.227, -0.184, -2.263], [1.824, -1.311, -1.202], [-0.749, 0.287, -0.853], [-2.129, 2.191, -0.187], [-2.499, 1.812, -1.547], [-2.099, 1.399, -0.767]],
  "forces_ev_per_angstrom": [[-1.234, 0.720, -1.190], [-0.785, 0.385, 1.651], [1.205, -0.016, -2.692], [1.350, -1.377, 0.197], [0.131, -0.042, -0.241], [0.625, -0.312, 0.483], [0.087, -0.099, 0.357], [0.164, -0.241, -0.632], [0.144, 0.079, -0.338], [-1.416, 0.554, 0.165], [-0.350, -0.085, 1.864], [0.096, 0.462, 0.478], [0.277, -0.889, 0.096], [-0.026, -0.596, -0.342], [-0.267, 1.458, 0.145]],
  "gap_ev": 11.620,
  "molar_mass_da": 76.12,
  "energy_ev": -6803.1671,
  "homo_energy_ha": -0.6053,
  "multiplicity": 1,
  "de_lowest_ev": 1.1436,
  "total_charge": 1,
  "largest_force_ev_per_a": 2.95
}


[7]
{
  "formula": "C3H10NO",
  "method": "wB97M-V/def2-TZVPD",
  "symbols": ["C", "C", "C", "N", "H", "H", "H", "H", "H", "H", "H", "H", "H", "H", "O"],
  "xyz": [[0.890, 0.480, -1.599], [1.234, 0.479, -0.123], [0.494, -1.718, 0.757], [0.231, -0.462, 0.597], [0.288, 1.399, -1.710], [0.295, -0.361, -1.913], [1.691, 0.628, -2.239], [1.025, 1.523, 0.282], [2.141, 0.147, 0.157], [-0.176, -2.450, 0.255], [1.364, -2.129, 1.369], [-0.782, -0.288, 0.416], [-2.384, 1.799, 0.736], [-3.143, 0.570, 0.418], [-2.205, 0.868, 0.480]],
  "forces_ev_per_angstrom": [[-2.204, 1.184, 1.129], [-3.687, 2.491, 1.384], [0.386, -0.627, 0.590], [-0.047, -1.110, -1.357], [-0.114, -0.637, -0.411], [-0.030, -0.332, -0.147], [1.905, -0.077, -0.942], [0.630, -1.502, -0.248], [3.238, -1.024, 0.783], [-0.195, 0.307, 1.476], [-0.511, 0.901, -1.631], [0.723, 0.504, -0.577], [0.715, -0.537, -0.129], [0.979, -0.216, -0.101], [-1.789, 0.675, 0.183]],
  "gap_ev": 10.552,
  "molar_mass_da": 76.12,
  "energy_ev": -6802.1587,
  "homo_energy_ha": -0.5952,
  "multiplicity": 1,
  "de_lowest_ev": 2.1520,
  "total_charge": 1,
  "largest_force_ev_per_a": 4.66
}